(1)
The following is a quantum chemistry calculation of 8 unconnected molecules or ions with the total composition C35H83N3O8 in a non-equilibrium geometry, from OMol25.

The geometry in ORCA input format:
```
! wB97M-V def2-TZVPD RIJCOSX def2/J DEFGRID3
* xyz 0 1
C 0.616 5.218 1.499
C 1.595 4.096 1.108
O 0.919 3.093 0.299
H -0.212 4.760 2.041
H 0.254 5.780 0.638
H 1.177 5.825 2.209
H 2.227 3.732 1.917
H 2.279 4.487 0.355
H 1.541 2.426 0.000
C -2.789 -0.184 1.171
C -1.961 1.012 0.633
O -0.773 0.955 1.365
H -2.427 -1.128 0.763
H -3.841 -0.211 0.889
H -2.755 -0.210 2.261
H -2.447 1.958 0.873
H -1.829 0.958 -0.448
H -0.199 1.671 1.083
C 3.353 2.664 -2.386
C 2.951 1.197 -1.955
O 2.749 1.251 -0.571
H 2.732 3.437 -1.933
H 3.206 2.821 -3.454
H 4.403 2.801 -2.125
H 3.619 0.357 -2.151
H 2.068 0.959 -2.548
H 3.580 1.421 -0.122
C 3.567 -1.520 0.637
C 4.341 -2.742 1.111
O 5.191 -2.279 2.169
H 2.892 -1.654 -0.208
H 4.375 -0.853 0.334
H 2.974 -0.994 1.385
H 4.961 -3.122 0.299
H 3.608 -3.463 1.474
H 5.312 -3.007 2.783
O 0.416 -0.367 -0.804
H 0.141 -0.031 0.049
H 1.221 0.111 -1.002
C 1.501 -4.395 -3.338
C 0.629 -5.148 -2.208
C 1.525 -6.203 -1.607
C 1.189 -6.722 -0.145
C 0.909 -5.530 0.776
C -0.129 -4.561 0.181
N 0.283 -4.122 -1.192
O -0.512 -3.150 -1.784
C -1.525 -5.141 0.416
C -0.058 -3.326 1.136
C -0.573 -5.851 -2.914
H 2.457 -4.088 -2.914
H 0.931 -3.543 -3.708
H 1.698 -5.121 -4.127
H 1.590 -7.147 -2.148
H 2.547 -5.844 -1.486
H 1.958 -7.373 0.270
H 0.381 -7.452 -0.193
H 1.872 -5.095 1.046
H 0.639 -5.959 1.741
H -2.198 -4.433 -0.067
H -1.559 -6.114 -0.073
H -1.828 -5.290 1.452
H 0.941 -2.943 1.348
H -0.688 -2.518 0.765
H -0.385 -3.500 2.161
H -0.954 -5.317 -3.784
H -1.465 -5.977 -2.300
H -0.292 -6.845 -3.261
H -0.104 -2.298 -1.615
C 1.563 1.669 3.230
C 1.385 0.803 4.436
C 1.995 1.437 5.691
C 1.090 2.639 6.179
C -0.290 2.061 6.613
C -0.929 1.328 5.448
N 0.027 0.379 4.816
O -0.592 -0.390 3.814
C -2.254 0.704 6.001
C -1.460 2.479 4.462
C 2.225 -0.478 4.184
H 2.579 2.064 3.237
H 0.722 2.352 3.108
H 1.662 1.051 2.337
H 2.097 0.659 6.448
H 2.982 1.827 5.441
H 1.038 3.549 5.581
H 1.517 2.914 7.143
H -0.981 2.849 6.911
H -0.109 1.393 7.455
H -1.896 -0.122 6.617
H -2.828 1.456 6.541
H -2.895 0.474 5.151
H -1.514 2.158 3.422
H -2.489 2.732 4.719
H -0.849 3.381 4.428
H 1.767 -1.016 3.353
H 2.230 -1.164 5.031
H 3.258 -0.272 3.906
H -0.685 0.216 3.076
C -4.401 3.201 -3.724
C -3.126 3.480 -4.605
C -1.923 4.028 -3.701
C -1.188 2.947 -2.905
C -0.926 1.736 -3.656
C -2.121 1.161 -4.562
N -2.682 2.262 -5.339
O -3.686 1.867 -6.248
C -1.392 0.217 -5.561
C -3.083 0.450 -3.563
C -3.413 4.598 -5.639
H -5.124 2.639 -4.315
H -4.080 2.804 -2.761
H -4.951 4.074 -3.372
H -1.255 4.694 -4.246
H -2.426 4.544 -2.883
H -0.297 3.305 -2.389
H -1.855 2.644 -2.099
H -0.637 0.997 -2.909
H -0.008 1.843 -4.233
H -0.797 0.797 -6.267
H -2.067 -0.344 -6.207
H -0.816 -0.557 -5.055
H -4.134 0.423 -3.851
H -3.176 0.933 -2.591
H -2.850 -0.578 -3.282
H -2.594 4.719 -6.349
H -4.227 4.403 -6.337
H -3.639 5.500 -5.071
H -3.305 1.861 -7.129
*
```

Output
HOMO   -8.00 eV
ΔE to the lowest compared entry with this formula, charge and spin   2.978 eV
HOMO-LUMO gap   8.33 eV
SMILES   CC1(C)CCCC(C)(C)N1O.CC1(C)CCCC(C)(C)N1O.CC1(C)CCCC(C)(C)N1O.CCO.CCO.CCO.CCO.O

(2)
The following is a quantum chemistry calculation of a molecular structure, C18H37Br3NO16S3 in a non-equilibrium geometry, from OMol25.

The geometry in ORCA input format:
```
! wB97M-V def2-TZVPD RIJCOSX def2/J DEFGRID3
* xyz -1 1
N -1.452 0.904 -0.102
O -2.175 0.253 0.727
O -0.605 0.287 -0.779
O -1.707 2.113 -0.286
O -5.378 0.498 2.195
C -5.393 -0.673 1.985
O -6.571 -1.338 1.853
C -6.398 -2.736 1.664
C -4.975 -2.967 2.112
C -4.231 -1.655 1.766
H -6.602 -2.976 0.617
H -7.127 -3.311 2.236
H -4.430 -3.779 1.625
H -4.892 -3.161 3.182
H -3.833 -1.591 0.756
H -3.424 -1.476 2.471
O -0.678 2.021 2.901
C 0.019 1.121 3.234
O 1.126 1.399 3.995
C 2.063 0.322 3.956
C 1.193 -0.923 3.667
C -0.062 -0.380 2.958
H 2.595 0.191 4.895
H 2.773 0.566 3.164
H 1.061 -1.424 4.622
H 1.765 -1.550 2.980
H -0.959 -0.864 3.334
H -0.061 -0.442 1.870
O 5.749 3.543 -1.648
S 5.917 2.108 -1.713
O 7.139 1.537 -1.244
O 4.685 1.377 -0.978
C 3.487 2.167 -0.776
C 2.577 1.342 0.124
C 5.499 1.539 -3.395
H 3.054 2.371 -1.755
H 3.692 3.114 -0.283
H 1.754 1.982 0.448
H 3.126 1.189 1.060
H 2.229 0.363 -0.192
H 6.276 1.943 -4.051
H 4.530 1.819 -3.795
H 5.689 0.468 -3.462
O 1.752 3.781 -3.984
S 0.675 3.684 -3.027
O 0.894 3.894 -1.624
O -0.547 4.671 -3.534
C -1.278 5.371 -2.523
C -0.658 6.741 -2.253
C -0.198 2.092 -3.305
H -1.397 4.724 -1.651
H -2.277 5.464 -2.955
H -0.791 7.368 -3.137
H 0.419 6.657 -2.107
H -1.115 7.256 -1.409
H 0.344 1.261 -2.855
H -0.254 1.813 -4.357
H -1.182 2.098 -2.843
O -1.855 -4.408 1.057
S -0.530 -3.951 1.398
O -0.096 -3.724 2.765
O 0.550 -5.029 0.795
C 1.914 -4.597 0.825
C 2.716 -5.825 0.396
C -0.311 -2.393 0.450
H 2.221 -4.348 1.840
H 2.143 -3.810 0.107
H 2.647 -6.689 1.061
H 3.783 -5.609 0.508
H 2.421 -6.148 -0.601
H -0.494 -2.528 -0.612
H 0.692 -2.007 0.619
H -1.021 -1.692 0.892
C -3.186 -1.759 -2.262
Br -2.441 -3.612 -2.327
Br -5.068 -1.977 -1.753
Br -2.921 -0.875 -3.979
H -2.595 -1.184 -1.553
*
```

Output
HOMO   -6.09 eV
ΔE to the lowest compared entry with this formula, charge and spin   0.218 eV
HOMO-LUMO gap   7.85 eV